Version P
Here is the molecule C3H5FS from the Open Molecules 2025 dataset. Energies are from ωB97M-V/def2-TZVPD.

## Properties
E_LUMO	0.8	eV
HOMO level	-9.27	eV
structure (SMILES)	C=C(F)CS
orbital gap	10.1	eV

CARTESIAN COORDINATES (ANGSTROEM)
C: -0.698 -0.291 -0.189
H: 1.967 1.005 0.030
H: 0.601 -0.728 1.422
C: 0.630 -0.855 0.352
F: -1.611 -1.171 -0.547
C: -1.117 1.015 -0.171
H: -0.479 1.945 0.080
H: -2.064 1.295 -0.592
H: 0.686 -1.966 0.108
S: 2.086 -0.249 -0.493

***

Version Q
Here is a cluster of 2 separate species, C3H5FS in total from the Open Molecules 2025 dataset. Energies are from ωB97M-V/def2-TZVPD.

## Properties
E_LUMO	0.1	eV
HOMO level	-8.05	eV
structure (SMILES)	CC=C=S.F
orbital gap	8.1	eV

CARTESIAN COORDINATES (ANGSTROEM)
H: -1.686 -1.545 3.369
C: 0.113 0.174 -0.319
S: 0.615 -2.632 -0.318
H: -0.597 0.512 0.349
H: 1.184 0.757 -1.981
C: 0.517 -1.072 -0.276
F: -1.381 -1.062 2.700
H: -0.498 1.619 -1.542
C: 0.531 1.307 -1.261
H: 1.200 1.941 -0.720

***

Relative calculated energies, zero for the most stable structure, unit hartree: version P 0.0000; version Q 0.0294.

***

Version P
Here is the molecule C6H12P2 from the Open Molecules 2025 dataset. Energies are from ωB97M-V/def2-TZVPD.

## Properties
E_LUMO	-0.7	eV
HOMO level	-8.54	eV
orbital gap	7.8	eV

CARTESIAN COORDINATES (ANGSTROEM)
H: -2.268 2.892 -0.206
P: 3.193 0.411 0.701
H: 0.860 -2.490 0.921
H: 0.278 -1.410 -1.268
H: 1.471 -3.495 -0.403
C: 0.269 0.641 0.546
P: 2.671 1.363 -1.011
H: 2.002 -1.453 -1.730
H: 0.440 0.822 1.614
C: 1.556 0.203 -0.127
H: -2.097 1.844 1.204
H: -0.451 -0.177 0.479
C: -0.355 1.891 -0.082
H: 0.118 2.784 0.337
H: -0.161 1.888 -1.158
C: 1.564 -2.527 0.092
H: -2.351 1.140 -0.393
H: 2.579 -2.447 0.489
C: -1.861 1.947 0.148
C: 1.298 -1.430 -0.899

***

Version Q
Here is a cluster of 2 separate species, C6H12P2 in total from the Open Molecules 2025 dataset. Energies are from ωB97M-V/def2-TZVPD.

## Properties
E_LUMO	-0.7	eV
HOMO level	-9.52	eV
orbital gap	8.8	eV

CARTESIAN COORDINATES (ANGSTROEM)
H: 0.434 -3.154 0.374
C: 0.628 -0.851 0.435
C: -1.140 0.367 -0.718
H: -1.584 -0.594 -0.535
C: 0.255 0.415 -0.257
H: 1.609 -0.641 0.697
H: -1.553 -0.113 2.025
H: -0.305 0.933 2.658
H: 1.027 0.835 -0.814
H: -1.749 1.610 2.434
H: -0.799 2.293 0.410
C: -0.832 1.252 0.489
H: -1.536 0.966 -1.600
C: 0.442 -2.169 -0.243
H: 0.160 -0.952 1.345
P: 2.230 2.295 -3.104
C: -1.121 0.867 1.938
P: 3.458 1.048 -3.897
H: -0.651 -2.182 -0.464
H: 1.030 -2.225 -1.173

***

Relative calculated energies, zero for the most stable structure, unit hartree: version P 0.0000; version Q 0.0427.